[1]
The following is a DFT calculation (the ωB97M-V functional and the def2-TZVPD basis) of C31H49B3Br14F13NO6S3 as an isolated structure at a distorted geometry.

The geometry in XYZ format:
```
120
Properties=species:S:1:pos:R:3:forces:R:3
O -4.809 -0.296 2.709 0.1 -0.3 -0.1
S -5.214 1.070 2.433 -0.2 -0.3 1.0
O -5.432 1.957 3.544 0.1 0.3 0.1
C -6.689 0.926 1.494 -0.3 -0.1 -0.6
B -6.517 -0.437 0.714 -0.6 -0.3 -0.5
O -5.533 -0.614 -0.224 0.3 0.2 0.3
B -4.882 -1.846 -0.208 0.0 -0.5 -0.3
C -3.534 -2.048 -0.951 -0.2 0.1 -0.3
C -3.442 -1.329 -2.307 0.0 -0.1 0.1
C -2.133 -0.580 -2.508 -0.4 0.3 -0.3
S -0.689 -1.628 -2.351 0.3 -0.2 0.1
C 0.279 -0.851 -1.087 0.3 -0.1 -0.2
S -0.357 0.033 0.143 0.2 0.2 -0.2
N 1.636 -1.083 -1.272 -0.6 -0.2 1.1
C 2.549 -0.378 -0.356 0.5 -0.2 -0.4
C 3.964 -0.965 -0.530 -0.2 0.1 0.4
O 4.181 -1.395 -1.849 0.2 -0.1 0.0
C 3.380 -2.532 -2.144 -0.4 0.2 -0.2
C 2.053 -2.488 -1.379 0.4 -0.1 -0.5
O -5.437 -2.895 0.520 0.2 0.6 0.5
B -6.458 -2.596 1.402 -0.3 -0.3 -0.6
C -6.706 -3.367 2.737 -0.2 0.0 0.1
C -7.943 -4.287 2.681 0.0 0.3 -0.4
C -7.638 -5.725 2.331 -0.4 -0.2 0.0
F -6.910 -5.788 1.181 -0.1 0.0 0.2
F -8.819 -6.369 2.079 0.3 0.2 0.0
C -6.919 -6.565 3.460 -0.1 -0.1 0.1
F -7.585 -7.724 3.650 0.1 0.3 0.0
F -6.972 -5.872 4.627 0.1 0.0 -0.2
C -5.446 -6.958 3.163 0.0 -0.3 -0.4
F -4.723 -5.901 2.738 -0.1 -0.1 0.1
F -5.506 -7.855 2.156 0.1 0.1 0.2
C -4.673 -7.639 4.355 0.2 0.0 -0.1
F -3.906 -8.610 3.813 -0.1 0.1 0.2
F -5.534 -8.212 5.213 0.1 0.1 -0.1
C -3.668 -6.763 5.177 -0.1 -0.3 0.3
F -2.640 -6.403 4.400 -0.1 0.1 -0.1
F -3.203 -7.589 6.144 0.0 0.0 -0.1
C -4.187 -5.513 5.937 0.3 -0.1 -0.1
F -4.575 -4.554 5.112 -0.1 0.2 -0.2
F -3.191 -5.043 6.677 0.2 0.1 0.1
F -5.187 -5.842 6.737 -0.3 -0.1 0.2
O -7.301 -1.523 1.059 0.7 0.1 0.8
H -4.316 1.620 1.584 -0.4 -0.1 0.4
H -7.472 0.835 2.246 -0.1 0.1 0.0
H -6.859 1.805 0.872 0.1 0.1 0.1
H -3.356 -3.115 -1.072 0.2 0.0 0.1
H -2.754 -1.647 -0.292 0.0 -0.1 0.1
H -4.245 -0.594 -2.411 0.0 0.0 -0.1
H -3.563 -2.058 -3.113 -0.1 0.0 0.0
H -2.098 -0.175 -3.523 0.1 0.0 0.0
H -2.064 0.268 -1.828 0.2 -0.1 0.1
H 2.262 -0.502 0.691 -0.2 0.1 0.0
H 2.551 0.677 -0.627 -0.1 0.0 0.1
H 4.699 -0.204 -0.267 0.0 0.0 -0.2
H 4.111 -1.793 0.176 0.0 0.0 -0.1
H 3.916 -3.464 -1.942 0.0 0.0 0.1
H 3.159 -2.454 -3.209 0.1 -0.2 0.0
H 2.151 -2.911 -0.372 0.0 0.0 0.0
H 1.324 -3.099 -1.908 -0.1 0.1 0.0
H -6.891 -2.598 3.493 0.0 0.0 0.0
H -5.808 -3.890 3.051 0.0 -0.1 0.0
H -8.541 -4.236 3.589 0.1 -0.2 0.1
H -8.607 -3.960 1.875 -0.1 -0.1 0.0
Br 1.599 -0.623 -4.703 0.0 0.1 -0.2
C 2.094 -0.400 -6.572 0.0 -0.1 0.1
C 3.575 -0.585 -6.777 0.1 0.1 0.0
Br 4.580 0.934 -6.109 0.0 0.1 0.0
H 1.753 0.587 -6.867 0.0 0.0 0.0
H 1.540 -1.159 -7.121 0.0 0.0 0.0
H 3.813 -0.663 -7.835 0.0 0.0 0.0
H 3.957 -1.457 -6.255 0.0 0.0 0.0
Br -1.341 3.244 4.061 0.0 0.0 -0.1
C -1.932 3.790 5.828 0.0 -0.1 -0.1
C -3.433 3.779 5.941 -0.1 0.1 0.0
Br -4.228 5.295 5.021 0.0 0.0 0.0
H -1.516 4.776 6.007 0.0 0.0 0.0
H -1.490 3.076 6.519 0.0 0.0 0.0
H -3.733 3.877 6.982 0.0 0.0 0.0
H -3.881 2.888 5.512 0.0 0.0 0.0
Br -3.104 2.293 0.100 0.9 0.5 -1.0
C -3.896 3.954 -0.532 -0.1 0.0 0.2
C -5.069 3.691 -1.440 0.0 0.0 -0.2
Br -4.501 3.061 -3.189 0.0 -0.1 0.1
H -3.102 4.503 -1.027 0.0 0.0 0.0
H -4.214 4.495 0.356 0.0 0.0 0.0
H -5.624 4.608 -1.620 0.0 0.0 0.0
H -5.734 2.932 -1.040 0.0 0.0 0.0
Br 2.854 2.701 -2.995 0.0 0.0 0.0
C 4.091 4.153 -3.378 -0.1 -0.1 0.2
C 3.421 5.273 -4.126 0.0 0.0 -0.1
Br 3.117 4.827 -5.995 0.0 0.0 0.0
H 4.920 3.717 -3.927 0.0 0.0 0.0
H 4.445 4.498 -2.408 0.0 0.1 -0.1
H 4.057 6.153 -4.135 0.0 0.0 0.0
H 2.453 5.524 -3.704 0.0 0.0 0.0
Br 6.374 4.945 -0.366 0.1 0.0 0.0
C 7.688 6.326 -0.771 -0.1 0.0 0.1
C 7.114 7.440 -1.599 0.0 0.0 -0.1
Br 6.883 6.914 -3.460 0.0 0.0 0.0
H 8.516 5.829 -1.267 0.0 0.0 0.0
H 8.018 6.702 0.192 0.0 0.0 0.0
H 7.801 8.282 -1.619 0.0 0.0 0.0
H 6.143 7.768 -1.241 0.0 0.0 0.0
Br 11.055 8.608 -0.079 0.0 0.0 0.0
C 12.184 7.413 0.963 0.0 0.1 -0.1
C 11.718 5.987 0.861 -0.1 -0.1 0.1
Br 10.111 5.683 1.911 0.0 -0.1 0.0
H 12.171 7.781 1.983 0.0 0.0 0.0
H 13.184 7.518 0.548 0.0 0.0 0.0
H 12.466 5.307 1.262 0.0 0.0 0.0
H 11.482 5.706 -0.160 0.0 0.0 0.0
Br 6.603 -4.048 -3.357 0.0 0.0 -0.1
C 7.858 -2.566 -3.276 -0.1 0.0 0.1
C 7.352 -1.340 -3.988 0.0 0.0 -0.1
Br 7.445 -1.543 -5.918 0.0 -0.1 0.0
H 8.786 -2.932 -3.703 0.0 0.0 0.0
H 7.997 -2.358 -2.218 0.0 0.0 0.0
H 7.982 -0.486 -3.747 0.0 0.0 0.0
H 6.317 -1.108 -3.750 0.0 0.0 0.1
```
Positions in Å, forces in eV/Å.

HOMO energy   -8.3 eV
Net charge   0
LUMO   0.232 eV

---

[2]
The following is a DFT calculation (the ωB97M-V functional and the def2-TZVPD basis) of C31H49BF5NNiO3SiTe as an isolated structure.

The geometry in XYZ format:
```
93
Properties=species:S:1:pos:R:3:forces:R:3
Ni -0.090 0.110 0.224 0.1 0.3 0.3
F 0.709 -3.583 1.049 -0.1 -0.1 0.1
Te 1.270 -2.239 2.602 0.0 0.5 0.0
F 2.813 -1.951 1.317 0.1 -0.1 0.0
F 2.259 -0.853 3.610 0.0 0.0 0.0
F -0.036 -2.165 4.222 0.0 -0.2 -0.2
F 2.517 0.777 0.933 0.2 0.1 0.1
O 0.176 -0.993 1.822 0.2 -0.5 0.0
N 1.930 0.033 -0.072 0.2 0.5 -0.6
C 2.780 -0.305 -0.967 -0.6 0.0 0.4
C 2.253 -1.143 -2.058 0.0 0.0 -0.1
C 1.206 -2.021 -1.800 0.0 0.0 0.0
C 0.705 -2.807 -2.825 0.0 0.0 -0.2
C 1.243 -2.717 -4.104 0.0 0.0 0.0
C 2.292 -1.840 -4.361 -0.1 0.0 0.0
C 2.802 -1.057 -3.338 -0.2 0.0 0.0
C 4.216 0.043 -0.959 0.0 0.0 0.2
C 5.154 -0.970 -1.125 0.1 0.0 0.0
C 6.506 -0.667 -1.149 0.0 0.1 0.0
C 6.925 0.651 -1.019 0.0 0.0 0.0
C 5.987 1.661 -0.848 0.1 0.0 0.0
C 4.637 1.357 -0.807 0.0 0.0 0.0
H 0.814 -2.117 -0.795 0.1 -0.1 0.0
H -0.103 -3.494 -2.610 0.0 0.0 0.0
H 0.851 -3.340 -4.900 0.0 0.0 0.0
H 2.712 -1.760 -5.358 0.0 0.0 0.0
H 3.607 -0.362 -3.537 0.1 0.0 0.0
H 4.822 -1.995 -1.210 -0.1 0.0 0.0
H 7.230 -1.464 -1.259 0.0 0.0 0.0
H 7.981 0.889 -1.042 0.0 0.0 0.0
H 6.305 2.690 -0.728 0.0 0.0 0.0
H 3.899 2.130 -0.651 0.1 -0.1 0.0
C 0.545 5.020 0.690 0.1 0.0 0.0
C -0.006 4.242 -0.501 -0.1 0.0 0.0
C -1.120 5.071 -1.144 0.1 0.0 0.1
O -0.575 3.044 0.019 -0.1 0.1 0.0
B 0.018 1.881 -0.489 0.1 0.0 -0.4
O 1.013 2.311 -1.411 -0.1 -0.2 0.0
C 1.080 3.726 -1.517 0.0 0.0 -0.1
C 0.805 4.086 -2.977 0.0 0.0 0.1
C 2.501 4.157 -1.166 0.0 0.1 -0.1
H -0.285 5.280 1.345 -0.1 0.0 0.0
H 1.043 5.941 0.385 0.0 0.1 0.0
H 1.238 4.412 1.266 0.1 0.0 0.0
H -1.868 5.299 -0.383 0.0 0.0 0.0
H -1.613 4.528 -1.941 -0.1 -0.1 -0.1
H -0.739 6.013 -1.543 0.0 0.0 0.0
H -0.152 3.685 -3.303 0.0 0.0 0.0
H 1.582 3.638 -3.597 0.0 0.0 0.0
H 0.812 5.166 -3.143 0.0 0.0 0.0
H 2.782 3.808 -0.174 0.0 0.0 0.0
H 2.611 5.242 -1.197 0.0 0.1 0.0
H 3.192 3.727 -1.892 0.0 0.0 0.0
C -2.430 1.168 2.733 0.1 0.0 0.0
C -3.303 1.212 1.474 -0.1 0.0 -0.1
C -3.458 2.694 1.104 0.1 0.0 -0.1
C -4.721 0.737 1.832 0.1 0.0 0.0
Si -2.367 0.135 0.112 0.0 -0.4 -0.2
C -3.151 0.585 -1.672 0.0 -0.1 0.0
C -2.707 -0.447 -2.719 0.1 0.0 0.1
C -2.631 1.922 -2.196 0.1 0.0 0.1
C -4.681 0.692 -1.716 0.0 -0.1 0.1
C -2.895 -1.769 0.439 -0.2 0.2 0.0
C -2.814 -2.143 1.929 0.1 0.1 -0.1
C -4.301 -2.176 -0.032 0.0 0.1 0.0
C -1.903 -2.701 -0.259 -0.1 0.0 0.0
H -2.883 1.798 3.510 0.0 0.0 0.1
H -1.426 1.540 2.527 0.0 0.1 0.0
H -2.297 0.168 3.140 0.0 -0.1 0.0
H -3.853 3.229 1.977 -0.1 0.1 0.1
H -4.167 2.850 0.290 -0.1 0.0 -0.1
H -2.510 3.151 0.831 -0.1 -0.1 0.0
H -5.135 1.409 2.594 0.0 0.1 0.1
H -4.747 -0.265 2.248 0.0 -0.1 0.0
H -5.394 0.762 0.976 0.0 0.0 -0.1
H -1.618 -0.560 -2.714 0.0 0.0 0.0
H -2.999 -0.099 -3.718 0.0 0.0 -0.1
H -3.148 -1.430 -2.576 0.0 -0.1 0.1
H -1.557 1.880 -2.376 0.1 0.0 0.0
H -2.827 2.740 -1.512 0.0 0.1 0.1
H -3.119 2.150 -3.153 0.0 0.0 -0.1
H -5.185 -0.205 -1.372 -0.1 -0.1 0.0
H -5.004 0.873 -2.750 0.0 0.0 -0.1
H -5.046 1.526 -1.118 0.0 0.1 0.0
H -3.600 -1.692 2.530 0.0 0.0 0.0
H -1.853 -1.870 2.360 0.1 0.0 0.0
H -2.923 -3.230 2.020 0.0 -0.1 0.0
H -5.091 -1.585 0.433 -0.1 0.1 0.0
H -4.472 -3.222 0.248 0.0 -0.1 0.0
H -4.429 -2.113 -1.111 0.0 0.0 -0.1
H -0.923 -2.632 0.195 0.1 0.0 0.0
H -1.840 -2.527 -1.332 0.1 0.0 -0.1
H -2.220 -3.741 -0.108 -0.1 -0.1 0.0
```
Positions in Å, forces in eV/Å.

HOMO energy (spin up / spin down)   -1.9 / -1.9 eV
Net charge   -2
LUMO (spin up / spin down)   4.184 / 4.183 eV